{"formula": "H25O12", "method": "ωB97M-V/def2-TZVPD", "total_charge": 1, "lumo_energy_ha": -0.104, "relative_energy_kcal_mol": 60.1, "e_homo_ha": -0.5037, "homo_lumo_gap_ha": 0.3997, "symbols": ["O", "H", "H", "O", "H", "H", "O", "H", "O", "H", "H", "O", "H", "H", "O", "H", "H", "O", "H", "H", "O", "H", "H", "O", "H", "H", "O", "H", "H", "O", "H", "H", "O", "H", "H", "H", "H"], "xyz": [[0.42531, -0.51294, 3.46406], [2.82481, 1.26818, -2.92411], [1.79596, -1.46386, -2.11524], [-0.42702, 1.10221, -3.85127], [-1.19431, 0.84008, -4.37297], [-1.87881, -1.87810, 3.83050], [-4.02789, 1.49481, -0.92654], [2.11649, 3.91431, -0.90120], [2.73856, -3.23090, -1.56642], [-4.81404, 1.07430, -0.54712], [2.32150, -3.58466, -2.36088], [-1.30944, -0.92196, 0.98337], [-1.39311, -0.15909, 1.57223], [-1.28205, -1.70726, 1.63516], [2.98189, 0.42395, -3.40262], [1.54915, -1.24358, 1.69715], [2.02433, 0.50060, -3.62650], [-1.33584, -2.31164, 3.16348], [-4.45695, 2.06835, -1.58561], [0.99684, 0.16161, 3.86082], [1.81661, -0.83857, -1.36797], [2.67782, -0.37144, -1.57642], [-0.74697, 1.91183, -3.43574], [2.16686, 3.14710, -0.31565], [-0.45372, -2.33572, 3.55433], [1.32961, 2.99434, 0.13167], [-2.59605, 1.34586, 3.23914], [-2.75046, 2.28558, 3.16362], [-2.74941, 0.86863, 4.05106], [1.16643, -1.64766, 0.91030], [2.45079, -3.70624, -0.76996], [-0.34416, -0.05623, 3.04196], [-1.21415, 1.74276, -0.44639], [0.30369, -1.23788, 0.61153], [-2.05799, 1.91842, -0.88552], [2.24756, -1.32231, -0.48052], [-1.21407, 0.78613, -0.31318]], "lowdin_charge": [-0.07, 0.07, 0.12, -0.05, 0.05, 0.07, -0.05, 0.04, -0.04, 0.06, 0.07, -0.10, 0.02, 0.05, -0.05, 0.05, 0.05, -0.04, 0.06, 0.08, 0.14, 0.14, 0.04, -0.07, 0.06, 0.02, -0.03, 0.05, 0.04, -0.08, 0.08, 0.04, -0.06, 0.03, 0.00, 0.20, 0.00]}



{"formula": "C19H30BN7O7", "method": "ωB97M-V/def2-TZVPD", "smiles": "C#CCCCN1C(=O)c2cc(C)cc(B(O)OCC)c2C1=O.NC(N)=O.NC(N)=O.NC(N)=O", "lumo_energy_ha": 0.003, "e_homo_ha": -0.3429, "homo_lumo_gap_ha": 0.3460, "symbols": ["C", "C", "C", "C", "C", "N", "C", "O", "C", "C", "C", "C", "C", "C", "B", "O", "O", "C", "C", "C", "C", "O", "H", "H", "H", "H", "H", "H", "H", "H", "H", "H", "H", "H", "H", "H", "H", "H", "H", "H", "N", "C", "N", "O", "H", "H", "H", "H", "N", "C", "N", "O", "H", "H", "H", "H", "N", "C", "N", "O", "H", "H", "H", "H"], "xyz": [[-1.85639, -2.40559, 0.73881], [-1.63524, -1.40416, 0.13704], [-1.38929, -0.12692, -0.51166], [-1.46599, -0.21013, -2.03745], [-0.54883, -1.25690, -2.64531], [0.69396, -0.68253, -3.22724], [1.40078, 0.02622, -2.20748], [1.31655, 1.19163, -1.94334], [2.34431, -0.95523, -1.56500], [2.96688, -0.90920, -0.33250], [3.78022, -1.98037, 0.02764], [4.43958, -2.01490, 1.38124], [3.96580, -3.01756, -0.88074], [3.36692, -3.05477, -2.14302], [3.66641, -4.25287, -3.13392], [3.91390, -3.97112, -4.45869], [3.77478, -5.54477, -2.67248], [2.57999, -6.11707, -2.09276], [2.61667, -6.09143, -0.57164], [2.50781, -1.99293, -2.46127], [1.61770, -1.72076, -3.64188], [1.61808, -2.18101, -4.74044], [-2.01641, -3.28575, 1.30337], [-2.08495, 0.61790, -0.13845], [-0.39108, 0.18906, -0.20949], [-2.49725, -0.36892, -2.33441], [-1.19295, 0.76760, -2.42585], [-1.07571, -1.73163, -3.46855], [-0.32187, -2.05521, -1.93375], [2.79139, -0.07059, 0.32594], [4.68258, -1.00142, 1.67986], [3.78754, -2.45577, 2.12665], [5.35536, -2.59110, 1.31108], [4.62261, -3.82897, -0.59681], [3.13204, -4.15888, -4.99287], [1.70993, -5.55772, -2.43399], [2.54271, -7.13682, -2.45111], [2.10459, -6.96615, -0.17342], [3.63708, -6.13448, -0.21211], [2.11089, -5.22246, -0.16747], [-1.53719, 1.86187, 4.59435], [-0.88178, 1.23440, 3.56333], [-0.35152, 2.07146, 2.62522], [-0.78522, 0.02327, 3.49779], [-1.63281, 2.85628, 4.66774], [-1.93964, 1.27794, 5.30223], [0.11960, 1.65094, 1.84719], [-0.42850, 3.06879, 2.66382], [-4.53032, 3.37047, 1.18701], [-3.56504, 3.40978, 0.23335], [-3.79743, 4.28275, -0.80009], [-2.55151, 2.73033, 0.29135], [-5.35519, 3.93963, 1.16889], [-4.38140, 2.75713, 1.96661], [-3.10409, 4.33244, -1.52318], [-4.62161, 4.84897, -0.87166], [-3.61172, 7.62941, 3.88698], [-3.81150, 6.67207, 2.93077], [-2.86337, 6.62100, 1.94500], [-4.76456, 5.91385, 2.95447], [-2.83481, 8.26170, 3.88592], [-4.29052, 7.69063, 4.62215], [-2.97921, 5.92492, 1.22975], [-2.07174, 7.23367, 1.90446]], "lowdin_charge": [0.11, -0.15, -0.20, -0.16, -0.13, 0.04, -0.37, 0.15, -0.07, 0.06, -0.23, -0.03, 0.02, 0.01, -0.58, 0.17, 0.06, -0.21, -0.07, -0.03, -0.33, 0.16, 0.02, 0.09, 0.10, 0.12, 0.11, 0.13, 0.12, 0.13, 0.08, 0.09, 0.08, 0.12, 0.11, 0.12, 0.12, 0.07, 0.08, 0.07, 0.14, -0.69, 0.16, 0.02, 0.09, 0.10, 0.09, 0.09, 0.17, -0.69, 0.15, 0.01, 0.09, 0.11, 0.10, 0.10, 0.15, -0.68, 0.16, 0.01, 0.09, 0.10, 0.07, 0.09]}



{"formula": "C4H10NO2S", "method": "ωB97M-V/def2-TZVPD", "total_charge": 1, "lumo_energy_ha": -0.157, "relative_energy_kcal_mol": 65.1, "e_homo_ha": -0.4693, "homo_lumo_gap_ha": 0.3123, "symbols": ["C", "C", "C", "C", "N", "O", "O", "S", "H", "H", "H", "H", "H", "H", "H", "H", "H", "H"], "xyz": [[-1.69634, 0.36625, -0.11767], [0.51873, 0.03985, -1.40060], [-0.13764, -1.39089, 0.55903], [-0.22063, -0.05351, 0.00228], [0.42953, 0.93037, 0.93605], [-4.16748, 0.10688, 0.05953], [-1.86636, 1.73459, -0.55006], [-2.99352, -0.72927, 0.28095], [-0.09493, 0.34688, -2.15668], [1.20848, 0.89006, -1.19744], [1.10918, -0.93459, -1.71116], [0.85635, -1.66559, 0.69460], [-0.64355, -1.55362, 1.60034], [-0.61206, -2.14759, -0.04201], [-0.05431, 1.79912, 0.83406], [1.46991, 1.00519, 0.71589], [0.45098, 0.67869, 1.98618], [-2.74659, 2.19974, -0.27539]], "lowdin_charge": [-0.43, 0.04, -0.10, -0.55, 0.23, -0.54, -0.02, 1.04, 0.05, 0.09, 0.15, 0.08, 0.13, 0.10, 0.14, 0.20, 0.22, 0.17]}



{"formula": "C23H25FN2O3", "method": "ωB97M-V/def2-TZVPD", "smiles": "Cc1cc(C)cc(C(=O)N[C@H]2CC23CCN(C(=O)c2cccc(O)c2F)CC3)c1", "lumo_energy_ha": 0.021, "relative_energy_kcal_mol": 10.6, "e_homo_ha": -0.3257, "homo_lumo_gap_ha": 0.3465, "symbols": ["C", "C", "C", "C", "C", "C", "C", "C", "O", "N", "C", "C", "C", "C", "C", "N", "C", "O", "C", "C", "C", "C", "C", "O", "C", "F", "C", "C", "C", "H", "H", "H", "H", "H", "H", "H", "H", "H", "H", "H", "H", "H", "H", "H", "H", "H", "H", "H", "H", "H", "H", "H", "H", "H"], "xyz": [[-6.23084, 2.94163, -1.47867], [-5.60215, 1.72312, -0.85848], [-6.27143, 0.50395, -0.85295], [-5.71239, -0.63824, -0.29112], [-6.47118, -1.93686, -0.26248], [-4.44578, -0.54841, 0.27279], [-3.75071, 0.65170, 0.26300], [-2.38441, 0.65650, 0.89372], [-2.11932, -0.09041, 1.81880], [-1.52722, 1.57202, 0.37734], [-0.14888, 1.86418, 0.69158], [0.35096, 2.30530, 2.04107], [0.95625, 1.09343, 1.37680], [0.83997, -0.27951, 1.99943], [1.02659, -1.34444, 0.92390], [2.30255, -1.16190, 0.23300], [3.32985, -1.99646, 0.54094], [3.23424, -2.91083, 1.34348], [4.65491, -1.77595, -0.14563], [5.80194, -1.70842, 0.64343], [7.04447, -1.57736, 0.05483], [7.16450, -1.53375, -1.32897], [6.03814, -1.62102, -2.12997], [6.06929, -1.59831, -3.48968], [4.79320, -1.73880, -1.51889], [3.70906, -1.82414, -2.31265], [2.47453, 0.15416, -0.36659], [2.29861, 1.24808, 0.68637], [-4.33400, 1.78518, -0.29479], [-5.83994, 3.85720, -1.03538], [-6.02646, 2.97998, -2.55097], [-7.31304, 2.93600, -1.35156], [-7.26237, 0.44567, -1.29177], [-5.81409, -2.78093, -0.47104], [-6.91294, -2.10231, 0.72235], [-7.27842, -1.94050, -0.99398], [-3.98110, -1.41006, 0.73576], [-1.86842, 2.07449, -0.42269], [0.23933, 2.45646, -0.12838], [0.92011, 3.22377, 2.11556], [-0.30434, 2.09007, 2.87564], [1.63868, -0.38598, 2.74067], [-0.11695, -0.41184, 2.49061], [1.01578, -2.34398, 1.34686], [0.22511, -1.26254, 0.18359], [5.69323, -1.77728, 1.71699], [7.93318, -1.51847, 0.66844], [8.13923, -1.44004, -1.79478], [6.98375, -1.54207, -3.78455], [3.45240, 0.22692, -0.83243], [1.72188, 0.27264, -1.15287], [2.38833, 2.23150, 0.21680], [3.10004, 1.16483, 1.42811], [-3.82375, 2.74203, -0.26062]], "lowdin_charge": [-0.05, -0.26, -0.01, -0.25, -0.05, 0.02, -0.12, -0.42, 0.07, 0.13, -0.19, -0.01, -0.38, -0.10, -0.11, -0.03, -0.40, 0.08, -0.07, -0.02, -0.07, -0.02, -0.25, 0.08, -0.17, 0.10, -0.12, -0.10, -0.01, 0.08, 0.08, 0.08, 0.12, 0.08, 0.09, 0.07, 0.13, 0.12, 0.14, 0.10, 0.12, 0.13, 0.10, 0.12, 0.13, 0.12, 0.11, 0.12, 0.11, 0.12, 0.14, 0.12, 0.13, 0.11]}



{"formula": "C21H39AsCeCl2N3S5", "method": "ωB97M-V/def2-TZVPD", "total_charge": 2, "spin_multiplicity": 2, "lumo_energy_ha": [-0.158, -0.158], "relative_energy_kcal_mol": 0.0, "e_homo_ha": [-0.4197, -0.4196], "homo_lumo_gap_ha": [0.2614, 0.2614], "symbols": ["Ce", "C", "C", "S", "C", "C", "S", "C", "C", "S", "C", "C", "S", "H", "H", "H", "H", "H", "H", "H", "H", "H", "H", "H", "H", "H", "H", "H", "H", "C", "As", "C", "C", "S", "H", "H", "H", "H", "H", "H", "H", "H", "H", "Cl", "C", "C", "C", "C", "C", "Cl", "C", "N", "H", "H", "H", "N", "C", "C", "N", "C", "C", "H", "H", "H", "H", "H", "H", "H", "H", "H", "H", "H"], "xyz": [[0.14584, 0.16125, -0.48619], [-0.85764, -1.32867, 3.15633], [-2.19827, -0.62918, 2.95405], [-2.54087, -0.09136, 1.25754], [-3.48359, -1.45722, 0.54240], [-2.75522, -2.78857, 0.44086], [-1.35180, -2.66987, -0.69218], [-0.30964, -4.02294, -0.09848], [1.15357, -3.80378, -0.46062], [1.90373, -2.28986, 0.18881], [1.90289, -2.61362, 1.97100], [1.92375, -1.33209, 2.79322], [0.48586, -0.24909, 2.60417], [-0.82593, -2.26039, 2.59357], [-0.71319, -1.55550, 4.21382], [-2.25044, 0.26436, 3.57780], [-3.01070, -1.27982, 3.28208], [-3.76904, -1.08877, -0.44518], [-4.39881, -1.57629, 1.12310], [-3.44906, -3.54612, 0.07512], [-2.40379, -3.11379, 1.42077], [-0.63948, -4.96151, -0.54522], [-0.43548, -4.11987, 0.98153], [1.28383, -3.73526, -1.54184], [1.75199, -4.65270, -0.12880], [2.79178, -3.19731, 2.21293], [1.03725, -3.22127, 2.22909], [2.78098, -0.71365, 2.52244], [2.02734, -1.58382, 3.84945], [3.14517, 3.76662, 2.14784], [3.90570, 2.89957, 0.61940], [4.36230, 4.26243, -0.64137], [5.53765, 2.08063, 1.18433], [2.61553, 1.44344, -0.22104], [3.91379, 4.35816, 2.64416], [2.76031, 3.01027, 2.82889], [2.34026, 4.42511, 1.82504], [5.07939, 4.94357, -0.18444], [3.46458, 4.80773, -0.92441], [4.80066, 3.79174, -1.51857], [6.21344, 2.84969, 1.55601], [5.97856, 1.56887, 0.33178], [5.31897, 1.36168, 1.97071], [1.10001, -0.79484, -2.81103], [-0.15017, -0.10305, -3.90636], [0.07208, -0.21073, -5.25916], [-0.87627, 0.31921, -6.12299], [-2.00382, 0.92359, -5.58289], [-2.16941, 0.99937, -4.21393], [-3.65126, 1.73429, -3.61084], [-1.25405, 0.49275, -3.25112], [-1.36888, 0.60247, -1.91105], [0.96457, -0.69541, -5.63037], [-0.74126, 0.25611, -7.19228], [-2.76868, 1.33506, -6.22756], [-2.43813, 3.91785, -1.60068], [-0.98985, 3.78754, -1.99680], [-0.09511, 3.96159, -0.79136], [-0.46810, 3.00783, 0.25673], [-1.82670, 3.30800, 0.71793], [-2.79989, 3.06121, -0.41194], [-3.00158, 3.58838, -2.39411], [-2.67649, 4.89495, -1.42867], [-0.79191, 4.53441, -2.76325], [-0.90507, 2.78234, -2.40333], [-0.14681, 4.99649, -0.42132], [0.92993, 3.76623, -1.10882], [0.19211, 3.08687, 1.02258], [-1.90690, 4.34303, 1.08166], [-2.10097, 2.65348, 1.54276], [-3.82141, 3.31437, -0.13433], [-2.73419, 2.03707, -0.78741]], "lowdin_spin": [1.02, 0.00, 0.00, 0.00, 0.00, 0.00, 0.00, 0.00, 0.00, 0.00, 0.00, 0.00, 0.00, 0.00, 0.00, 0.00, 0.00, 0.00, 0.00, 0.00, 0.00, 0.00, 0.00, 0.00, 0.00, 0.00, 0.00, 0.00, 0.00, 0.00, 0.00, 0.00, 0.00, 0.00, 0.00, 0.00, 0.00, 0.00, 0.00, 0.00, 0.00, 0.00, 0.00, 0.00, 0.00, 0.00, 0.00, 0.00, 0.00, 0.00, 0.00, -0.01, 0.00, 0.00, 0.00, 0.00, 0.00, 0.00, 0.00, 0.00, 0.00, 0.00, 0.00, 0.00, 0.00, 0.00, 0.00, 0.00, 0.00, 0.00, 0.00, 0.00]}



> Which formula does entry 2 have?

C19H30BN7O7